{"formula": "C43H64N8O9", "method": "the ωB97M-V functional and the def2-TZVPD basis", "symbols": ["C", "H", "H", "H", "C", "C", "H", "H", "H", "C", "H", "H", "C", "N", "C", "C", "N", "N", "C", "C", "C", "C", "C", "C", "H", "C", "O", "N", "C", "H", "H", "C", "N", "C", "O", "O", "C", "C", "H", "H", "H", "C", "H", "H", "H", "C", "H", "H", "H", "C", "H", "H", "C", "H", "H", "H", "H", "H", "C", "C", "N", "N", "N", "C", "C", "O", "O", "C", "C", "H", "H", "H", "C", "H", "H", "H", "C", "H", "H", "H", "H", "C", "C", "C", "O", "O", "C", "C", "H", "H", "H", "C", "H", "H", "H", "C", "H", "H", "H", "H", "H", "H", "H", "H", "H", "H", "H", "C", "O", "O", "C", "C", "H", "H", "H", "C", "H", "H", "H", "C", "H", "H", "H", "H"], "positions_angstrom": [[1.119012, 2.992402, -7.416178], [1.552586, 2.272093, -8.105878], [1.158733, 3.976140, -7.879215], [1.737713, 3.006763, -6.521877], [-0.325670, 2.612131, -7.099902], [-1.119271, 2.455840, -8.395050], [-2.138470, 2.144432, -8.181975], [-0.659513, 1.707251, -9.035625], [-1.150602, 3.398974, -8.936313], [-1.013454, 3.660131, -6.217988], [-2.071280, 3.407512, -6.130527], [-0.926536, 4.647154, -6.675669], [-0.437743, 3.750780, -4.803695], [-0.714321, 2.563848, -4.044061], [-0.128131, 2.195584, -2.885445], [-0.869335, 1.111241, -2.448468], [-1.839077, 0.896580, -3.372618], [-1.742237, 1.761768, -4.302937], [-0.764501, 0.351818, -1.216407], [0.332522, 0.506633, -0.376986], [0.377250, -0.146014, 0.849675], [-0.675302, -0.973262, 1.230940], [-1.758887, -1.152535, 0.381667], [-1.809212, -0.487243, -0.833547], [-2.661022, -0.590605, -1.487354], [-2.929090, -1.981089, 0.819381], [-3.954374, -1.472812, 1.230237], [-2.754676, -3.324405, 0.760217], [-1.651825, -3.989817, 0.110445], [-1.246223, -4.747224, 0.791966], [-0.869374, -3.270253, -0.130012], [-2.152455, -4.678169, -1.169155], [-3.244737, -5.565333, -0.845143], [-3.154265, -6.921198, -0.819449], [-4.043907, -7.630507, -0.407925], [-1.983782, -7.342111, -1.332031], [-1.718092, -8.758054, -1.475415], [-1.710459, -9.438920, -0.106944], [-0.996643, -8.947925, 0.551547], [-1.427523, -10.481723, -0.218803], [-2.698571, -9.385983, 0.341304], [-0.324479, -8.807227, -2.104757], [-0.330016, -8.294813, -3.063277], [-0.022301, -9.839026, -2.255839], [0.396562, -8.317605, -1.455135], [-2.746212, -9.402499, -2.404037], [-3.734710, -9.358017, -1.955797], [-2.481804, -10.441809, -2.577371], [-2.768162, -8.878688, -3.357424], [-4.351594, -4.908656, -0.182143], [-5.098809, -5.664682, 0.059918], [-4.782929, -4.169561, -0.865005], [-3.853807, -4.209609, 1.086579], [-3.507989, -4.956572, 1.808974], [-4.646547, -3.606578, 1.531527], [-1.351316, -5.245456, -1.639032], [-2.517468, -3.916638, -1.867932], [-0.642826, -1.456026, 2.195403], [1.481838, 0.098637, 1.760703], [2.763295, 0.556619, 1.510042], [3.321541, 0.678683, 2.730031], [2.445295, 0.330252, 3.667353], [1.357543, -0.025985, 3.104797], [4.621095, 1.190287, 3.070835], [5.041582, 0.545591, 4.410017], [5.437087, 1.176191, 5.351654], [4.919506, -0.761201, 4.311247], [5.048353, -1.627522, 5.474809], [4.045332, -1.192450, 6.540447], [3.993658, -1.943850, 7.323044], [4.342166, -0.244865, 6.981307], [3.062292, -1.074500, 6.089130], [6.481548, -1.591523, 5.999550], [6.582025, -2.287990, 6.827040], [6.732079, -0.593329, 6.348061], [7.178283, -1.875929, 5.213689], [4.694977, -3.012552, 4.935947], [3.680845, -3.006571, 4.545658], [5.374754, -3.287628, 4.133524], [4.766699, -3.750119, 5.729363], [5.334076, 0.859628, 2.305216], [4.622417, 2.722685, 3.162514], [3.430734, 3.258560, 3.952168], [2.189145, 3.417626, 3.085504], [2.202236, 3.378619, 1.878390], [1.137080, 3.640236, 3.850831], [-0.183638, 3.899554, 3.300060], [-1.069255, 4.058767, 4.534612], [-2.089477, 4.277558, 4.234585], [-1.058610, 3.140284, 5.114460], [-0.698851, 4.867584, 5.159052], [-0.153716, 5.191080, 2.482843], [0.500274, 5.077705, 1.622187], [0.210685, 6.014278, 3.094021], [-1.156022, 5.425220, 2.136264], [-0.654629, 2.719898, 2.453434], [-0.548818, 1.792887, 3.012638], [-0.068235, 2.642592, 1.541927], [-1.699759, 2.850345, 2.187385], [3.190137, 2.614896, 4.798251], [3.662840, 4.248885, 4.348840], [5.552058, 3.021626, 3.646147], [4.589384, 3.143187, 2.155151], [3.290152, 0.784528, 0.609095], [1.140743, 1.164566, -0.657065], [0.711141, 2.715629, -2.475742], [0.648056, 3.902067, -4.843445], [-1.023597, 4.989630, -4.087966], [-0.990054, 6.086336, -4.578972], [-1.514797, 4.650135, -2.914992], [-2.138123, 5.607546, -2.013691], [-3.356085, 6.232460, -2.688450], [-3.873795, 6.875547, -1.982624], [-3.052255, 6.825023, -3.547387], [-4.038179, 5.452934, -3.020997], [-2.550959, 4.753243, -0.815596], [-1.676011, 4.294354, -0.362324], [-3.054761, 5.369046, -0.076744], [-3.223481, 3.961877, -1.136177], [-1.121053, 6.669600, -1.602674], [-1.566170, 7.333379, -0.867193], [-0.814160, 7.255696, -2.464966], [-0.243633, 6.199296, -1.163564], [-0.337683, 1.652733, -6.572696]], "atomic_forces_ev_per_a": [[-0.21, -0.15, 0.15], [0.10, -0.05, -0.06], [0.04, 0.14, -0.08], [0.14, 0.03, 0.07], [-0.05, 0.14, -0.09], [0.10, -0.09, 0.27], [-0.15, -0.02, -0.03], [0.02, -0.06, -0.11], [-0.02, 0.13, -0.11], [0.17, -0.25, 0.02], [-0.01, 0.11, -0.03], [-0.01, 0.00, 0.04], [-0.30, 0.73, -0.36], [0.62, -0.72, 0.73], [-0.38, -0.64, 0.04], [0.59, 0.88, -0.46], [-0.18, -0.55, 0.52], [-0.50, 0.52, -1.09], [0.02, -0.29, 0.32], [-0.23, -0.21, 0.05], [-0.27, -0.05, -0.20], [0.01, 0.05, -0.14], [0.07, 0.37, 0.03], [0.11, 0.01, 0.06], [-0.13, -0.01, -0.04], [0.11, -0.08, 0.07], [-0.17, 0.27, -0.02], [0.01, -0.17, 0.11], [0.22, -0.10, -0.48], [0.04, 0.04, -0.06], [-0.04, -0.13, 0.05], [0.43, 0.05, 0.13], [0.05, 0.11, -0.11], [-0.07, 0.22, -0.13], [-0.14, -0.37, 0.13], [0.09, 0.11, -0.01], [0.10, -0.65, -0.03], [-0.14, 0.26, -0.14], [0.10, 0.02, 0.07], [0.08, -0.12, -0.03], [0.01, -0.05, 0.04], [-0.39, 0.20, 0.17], [0.02, 0.03, -0.13], [0.03, -0.12, -0.01], [0.10, 0.03, 0.07], [0.01, 0.26, 0.19], [-0.03, -0.06, -0.03], [0.07, -0.11, -0.04], [0.02, 0.01, -0.12], [-0.16, -0.10, 0.32], [0.04, 0.15, -0.05], [-0.01, -0.01, 0.05], [-0.45, 0.02, -0.03], [-0.03, 0.01, -0.03], [0.09, -0.13, -0.01], [-0.07, 0.14, 0.00], [0.07, -0.01, 0.01], [0.00, -0.08, 0.12], [0.97, 0.27, -0.14], [-0.53, -0.40, 0.21], [-0.50, -0.34, -0.94], [0.54, 0.19, 1.04], [-0.67, -0.16, -0.15], [0.47, 0.46, 0.46], [-0.06, 0.28, -0.40], [0.04, 0.06, 0.08], [0.17, -0.36, -0.16], [0.07, -0.36, 0.55], [0.11, 0.11, -0.23], [0.01, -0.11, 0.07], [-0.02, 0.02, 0.07], [-0.10, -0.02, 0.01], [-0.19, 0.17, -0.19], [0.01, -0.11, 0.08], [0.03, 0.00, 0.05], [0.08, -0.07, -0.06], [0.06, 0.44, -0.03], [-0.13, -0.03, -0.03], [0.08, -0.06, -0.08], [0.02, -0.07, 0.11], [-0.16, -0.03, 0.14], [-0.10, -0.10, 0.05], [0.06, -0.06, -0.24], [0.60, -0.04, 0.14], [-0.15, 0.11, -0.13], [-0.25, 0.05, 0.36], [-0.58, 0.14, -0.35], [0.39, -0.07, -0.22], [-0.12, 0.02, -0.05], [-0.04, -0.11, 0.08], [0.01, 0.10, 0.08], [0.21, -0.23, 0.15], [-0.01, 0.02, -0.08], [-0.01, 0.11, 0.06], [-0.15, 0.04, -0.02], [0.26, 0.11, 0.11], [-0.05, -0.09, 0.05], [-0.02, -0.02, -0.05], [-0.16, 0.05, 0.00], [-0.02, 0.12, 0.04], [-0.04, -0.01, 0.05], [-0.01, -0.01, -0.06], [0.08, -0.05, 0.05], [0.12, 0.10, -0.21], [0.10, 0.13, -0.03], [0.16, 0.17, 0.12], [-0.17, -0.07, 0.05], [0.31, -0.25, -0.39], [0.01, 0.09, -0.02], [-0.18, -0.08, 0.34], [-0.26, 0.48, 0.38], [0.26, -0.16, -0.10], [-0.06, 0.05, 0.11], [-0.04, 0.05, -0.01], [-0.10, -0.06, 0.00], [0.15, 0.07, -0.42], [0.11, -0.05, 0.10], [-0.05, 0.09, 0.09], [-0.10, -0.08, -0.01], [-0.04, -0.21, -0.25], [-0.06, 0.05, 0.11], [0.01, 0.06, 0.01], [0.09, -0.04, 0.09], [0.00, 0.03, -0.03]], "lowdin_charge": [-0.071, 0.077, 0.085, 0.067, -0.432, -0.076, 0.079, 0.076, 0.082, -0.128, 0.120, 0.129, -0.155, -0.096, 0.020, -0.226, 0.082, 0.064, -0.151, 0.027, -0.170, 0.030, -0.139, 0.043, 0.123, -0.423, 0.081, -0.044, -0.108, 0.136, 0.121, -0.102, -0.035, -0.523, 0.083, 0.019, -0.571, -0.019, 0.090, 0.089, 0.079, -0.023, 0.086, 0.088, 0.086, -0.019, 0.079, 0.089, 0.092, -0.101, 0.125, 0.136, -0.101, 0.136, 0.124, 0.126, 0.135, 0.128, -0.239, 0.022, -0.084, 0.080, 0.097, -0.148, -0.459, 0.132, 0.031, -0.560, -0.017, 0.091, 0.082, 0.085, -0.016, 0.091, 0.079, 0.090, -0.018, 0.089, 0.087, 0.089, 0.168, -0.111, -0.067, -0.492, 0.090, 0.041, -0.551, -0.017, 0.089, 0.091, 0.087, -0.017, 0.075, 0.092, 0.081, -0.015, 0.083, 0.069, 0.095, 0.121, 0.135, 0.121, 0.119, 0.136, 0.116, 0.133, 0.160, -0.438, 0.124, 0.034, -0.552, -0.012, 0.092, 0.082, 0.095, -0.013, 0.075, 0.090, 0.094, -0.011, 0.092, 0.081, 0.088, 0.127], "relative_energy_kj_mol": 16.5, "orbital_gap_ha": 0.327, "e_tot_ha": -2792.2522, "total_charge": 0, "e_homo_ha": -0.31185}



{"formula": "C5H13NO2", "method": "the ωB97M-V functional and the def2-TZVPD basis", "symbols": ["N", "C", "C", "C", "C", "C", "H", "H", "H", "H", "H", "H", "H", "H", "H", "H", "H", "O", "H", "H", "O"], "positions_angstrom": [[1.212615, 0.744388, -0.580784], [0.270708, -0.094423, -0.950393], [0.658569, -1.577947, -1.511284], [-3.257318, -0.941464, 0.361190], [-2.173523, -0.846229, -0.596246], [-1.034180, -0.004338, -0.349334], [1.179246, 1.351663, 0.140576], [1.567392, 2.943674, -0.102918], [-0.141253, -1.977598, -2.164394], [1.615570, -1.550327, -1.928305], [-3.671846, -1.970183, 0.658684], [-4.078399, -0.370288, 0.080358], [-2.866423, -0.769559, 1.287167], [-2.139213, -1.676501, -1.332831], [-1.214561, 0.859733, 0.367124], [1.170429, -0.687076, 2.922727], [2.809553, 3.229143, 0.446240], [1.970234, 3.642268, 0.335976], [2.174350, -0.850526, 1.652097], [0.697908, -2.075359, -0.370066], [1.482692, -1.252405, 2.249702]], "atomic_forces_ev_per_a": [[0.41, -5.16, -4.50], [2.36, -0.04, 1.51], [-2.14, 1.81, 3.88], [-1.16, -2.76, 0.08], [4.90, 0.47, -0.16], [-5.04, -1.08, -0.16], [-1.76, 2.31, 2.65], [-1.84, -1.46, -1.72], [0.70, -0.01, 0.55], [1.36, -0.10, -0.73], [0.61, 0.84, -1.58], [-1.63, 1.28, -0.07], [0.73, 1.77, 2.64], [0.33, 0.91, 0.21], [0.39, -1.28, -0.72], [-0.04, 1.40, 0.82], [1.52, 0.08, 0.46], [0.44, 1.70, 1.09], [-1.37, -0.16, 1.41], [-0.15, 0.72, -3.37], [1.38, -1.23, -2.32]], "lowdin_charge": [0.110, -0.382, -0.016, -0.126, -0.109, -0.075, -0.033, -0.052, 0.056, 0.026, 0.117, 0.059, 0.038, 0.102, 0.130, 0.003, 0.027, -0.015, 0.063, 0.143, -0.068], "relative_energy_kj_mol": 427.1, "orbital_gap_ha": 0.335, "smiles": "[H]/N=C(C)\\C=C\\C.O.O", "e_tot_ha": -403.4139, "total_charge": 0, "e_homo_ha": -0.33537}



{"formula": "C5H13FN", "method": "the ωB97M-V functional and the def2-TZVPD basis", "symbols": ["C", "C", "C", "C", "C", "N", "F", "H", "H", "H", "H", "H", "H", "H", "H", "H", "H", "H", "H", "H"], "positions_angstrom": [[-0.085115, -1.446765, -0.956528], [0.140779, 0.046038, 1.737642], [1.770148, 0.653671, 0.067001], [-1.821265, 0.253841, -0.566427], [-0.369702, 0.042976, -0.754684], [0.385695, 0.704722, 0.404455], [-1.949529, 1.592334, -0.179879], [-0.113955, -1.918912, 0.046758], [0.937503, -1.372622, -1.378544], [-0.751033, -1.858994, -1.687863], [0.552394, -1.029836, 1.733815], [0.477522, 0.652554, 2.561959], [-0.862905, -0.173228, 1.852206], [1.973776, -0.401679, -0.039038], [2.039234, 0.972836, -0.975771], [2.491730, 1.173776, 0.666360], [-2.414606, -0.043344, -1.475822], [-2.445372, -0.240984, 0.189337], [-0.156971, 0.659476, -1.735853], [0.201672, 1.734141, 0.490877]], "atomic_forces_ev_per_a": [[2.13, 1.75, 0.92], [1.51, -1.97, -0.63], [2.83, -1.18, -2.63], [-2.47, 0.31, 0.33], [-1.23, 0.88, -1.75], [-0.43, 0.98, 0.29], [-0.41, 0.40, -0.71], [-0.01, -0.31, -1.05], [-0.51, -1.30, 0.21], [-0.38, -0.29, -0.14], [0.21, 2.04, 0.05], [0.42, 0.12, 0.01], [-2.32, 0.28, 0.14], [0.79, -0.22, 0.71], [-1.05, 0.33, 0.76], [-0.21, 0.08, 1.00], [0.86, 1.00, 0.30], [1.05, -0.64, 0.37], [0.17, -1.06, 2.09], [-0.95, -1.20, -0.28]], "lowdin_charge": [-0.003, 0.042, -0.045, -0.176, -0.310, -0.146, -0.037, 0.099, 0.095, 0.099, 0.140, 0.117, 0.069, 0.090, 0.139, 0.117, 0.157, 0.140, 0.205, 0.207], "relative_energy_kj_mol": 101.8, "orbital_gap_ha": 0.489, "smiles": "C[C@@H](CF)[NH+](C)C", "e_tot_ha": -352.6287, "total_charge": 1, "e_homo_ha": -0.59637}